Below is a cluster of 3 separate species, CH10N3 in total in a non-equilibrium geometry, with properties calculated with ωB97M-V with the def2-TZVPD basis set.

Maximum force = 0.0278 hartree/bohr
E_HOMO = -13.33 eV
Total charge = +1
Orbital gap = 8.904 eV
Relative energy (zero: lowest compared OMol25 entry of this formula, charge and spin) = 1.332 eV

The geometry in XYZ format:
```
14
Properties=species:S:1:pos:R:3:nbo_charge:R:1
N -0.01705 -1.15701 3.35749 -1.106
H 0.71186 -0.66162 3.85235 0.374
H -0.00583 2.48026 -0.80442 0.391
H 0.36387 -2.07104 3.15095 0.361
H -0.85645 -1.27416 3.90454 0.378
N 0.36243 1.99749 -1.62464 -1.050
C -0.59806 -0.14635 -1.47310 0.163
N 0.11700 -0.91708 -0.72064 -0.643
H -0.22089 2.40287 -2.35826 0.383
H 1.32945 2.26624 -1.77996 0.404
H -1.54731 0.21592 -1.10036 0.219
H -0.37760 0.24607 -2.45198 0.249
H 1.11203 -1.02922 -0.85467 0.437
H -0.23534 -0.99038 0.23533 0.441
```